The following is a DFT calculation (ωB97M-V/def2-TZVPD) of C20H36N5OPb as an isolated structure at a distorted geometry.

Each line ends with the natural charge from an NBO analysis.
Atoms and positions in Å:
Pb: 18.73518 -19.39633 18.01894  1.635
O: 19.73058 -19.11987 19.91409  -1.314
H: 19.86838 -19.22865 20.85814  0.500
C: 17.43327 -23.18658 23.36345  -0.625
C: 17.97266 -23.13192 21.94809  -0.379
C: 18.62178 -21.78162 21.60338  -0.510
C: 19.68967 -21.35880 22.51277  0.291
N: 20.49543 -21.00771 23.25002  -0.346
H: 16.66446 -22.44238 23.57554  0.211
H: 18.21697 -23.17227 24.12075  0.223
H: 16.92338 -24.14019 23.52724  0.230
H: 17.17058 -23.22184 21.21272  0.210
H: 18.67737 -23.94550 21.77820  0.217
H: 17.90736 -20.96014 21.72295  0.242
H: 18.98810 -21.80293 20.57772  0.240
C: 16.46049 -17.19348 22.41600  -0.614
C: 17.33129 -15.98964 22.09759  -0.384
C: 18.49665 -16.29122 21.15101  -0.536
C: 18.08429 -16.64251 19.79784  0.438
N: 17.75747 -16.92365 18.73123  -0.474
H: 15.96570 -17.59942 21.53110  0.207
H: 15.77637 -16.94318 23.22275  0.237
H: 17.03818 -18.05408 22.77354  0.201
H: 17.72300 -15.59580 23.03554  0.228
H: 16.75195 -15.17802 21.65369  0.218
H: 19.08439 -17.13728 21.51438  0.264
H: 19.16083 -15.42794 21.06905  0.267
C: 21.75341 -15.64125 19.59826  -0.642
C: 21.03743 -14.68732 18.64826  -0.378
C: 21.14886 -15.12051 17.18352  -0.529
C: 20.58818 -16.44247 16.94073  0.454
N: 20.12485 -17.47508 16.75544  -0.473
H: 22.74356 -15.92695 19.23823  0.215
H: 21.19963 -16.54626 19.85398  0.211
H: 21.90955 -15.08415 20.52589  0.241
H: 21.44193 -13.67698 18.70459  0.233
H: 19.99013 -14.57604 18.93890  0.205
H: 22.18489 -15.08180 16.84709  0.266
H: 20.57753 -14.43094 16.55602  0.271
C: 24.79190 -20.33380 18.63376  -0.620
C: 24.00731 -20.96629 19.76622  -0.388
C: 22.53500 -20.55559 19.89400  -0.530
C: 21.85001 -20.54764 18.60743  0.427
N: 21.32156 -20.48393 17.58752  -0.459
H: 24.61666 -19.25562 18.55164  0.202
H: 24.45547 -20.69590 17.65811  0.217
H: 25.86278 -20.50314 18.70424  0.235
H: 24.52376 -20.79682 20.71406  0.222
H: 24.04026 -22.05762 19.69636  0.215
H: 22.44880 -19.56531 20.34053  0.261
H: 22.02245 -21.27174 20.53793  0.266
C: 21.33510 -17.64330 23.99471  -0.617
C: 22.14885 -17.79038 22.71556  -0.393
C: 23.52450 -17.13501 22.76947  -0.513
C: 23.50832 -15.67401 22.84283  0.285
N: 23.51304 -14.52895 22.90015  -0.324
H: 21.42385 -16.66760 24.48058  0.218
H: 21.61135 -18.37949 24.74969  0.228
H: 20.26675 -17.76594 23.80153  0.203
H: 21.54907 -17.43286 21.87468  0.195
H: 22.26880 -18.86168 22.53409  0.218
H: 24.04487 -17.36319 21.83400  0.244
H: 24.10598 -17.53302 23.60095  0.258

Its calculated total energy is -1325.30284 Ha. The net charge is +1. The gap between HOMO and LUMO is 0.3706 Ha. For the max |F|, the calculation gives 1.7 eV/Å.



The following is a DFT calculation (ωB97M-V/def2-TZVPD) of C20H36NOP2Pt as an isolated structure at a distorted geometry.

Each line ends with the Löwdin spin population.
Atoms and positions in Å:
P: 0.39238 -2.12624 -1.49322  0.179
P: 0.31807 1.13511 -3.00399  0.387
C: -0.26127 -1.59492 -3.17195  0.027
C: 0.44448 -0.38145 -3.85205  0.066
H: -1.33620 -1.39390 -3.10879  0.002
H: -0.15449 -2.46785 -3.83917  0.001
H: 1.49628 -0.60627 -4.07435  0.000
H: 0.00270 -0.18141 -4.84636  0.025
C: -1.31937 1.83343 -3.14055  0.056
H: -1.57679 2.49421 -2.29689  0.006
H: -2.07903 1.04092 -3.14997  0.007
H: -1.40718 2.41063 -4.08059  0.014
C: 1.42900 2.49800 -3.37920  0.044
H: 1.09091 2.94963 -4.32710  0.013
H: 2.46924 2.14679 -3.49617  0.001
H: 1.43732 3.27865 -2.59716  0.003
C: -0.29284 -3.78096 -1.20607  0.038
H: 0.23417 -4.22256 -0.33900  0.001
H: -0.01591 -4.46166 -2.00848  0.007
H: -1.36105 -3.78520 -0.99722  0.000
C: 2.15735 -2.28318 -1.92652  0.025
H: 2.61851 -1.31364 -2.17915  0.001
H: 2.30359 -2.92786 -2.80803  0.008
H: 2.75489 -2.67909 -1.08443  0.002
Pt: 0.42882 -2.37989 0.70745  0.470
C: 0.78333 3.19985 0.45515  0.010
C: -0.54112 3.16873 0.43982  0.004
C: -1.44923 2.09891 0.97342  0.007
C: -2.16567 1.25706 -0.08347  0.101
C: -1.40239 0.26842 -0.82829  0.556
C: 0.00025 0.03077 -0.65412  0.444
C: 0.90263 1.14793 -0.84354  0.151
C: 1.48728 1.83456 0.40433  0.031
C: 0.13067 -3.81265 2.06227  0.065
H: 1.43703 4.06504 0.39972  0.000
H: -1.08203 4.13113 0.28446  0.000
H: -2.25996 2.54463 1.57296  0.001
H: -0.95957 1.46415 1.72666  0.000
H: -3.08177 0.80828 0.36767  0.020
H: -2.49107 1.95098 -0.85011  0.028
H: -1.93900 -0.59073 -1.22647  0.026
H: 0.35875 -0.38518 0.34761  0.056
H: 0.20832 1.88160 -1.27425  0.033
H: 1.76164 0.86794 -1.44011  0.022
H: 1.31713 1.17529 1.28008  0.007
H: 2.56930 1.96842 0.21087  0.001
H: 1.15760 -3.63889 2.47951  0.008
H: 0.08835 -4.78203 1.52657  0.006
H: -0.68374 -3.65498 2.78080  0.008
O: 0.67591 -0.87524 2.29788  0.008
N: 0.10992 -0.44506 3.44769  0.001
C: -1.14972 -0.80191 3.86022  0.008
C: -1.61659 -0.35282 5.09135  0.000
C: -0.81579 0.41688 5.91814  0.008
C: 0.46634 0.77635 5.48870  0.000
C: 0.90029 0.34667 4.24820  0.006
H: -1.73999 -1.36743 3.14493  0.000
H: -2.61620 -0.65251 5.37638  0.000
H: -1.18052 0.80519 6.84929  0.001
H: 1.17141 1.34169 6.08417  0.000
H: 1.87458 0.60770 3.78049  0.000

Its calculated total energy is -1715.06675 Ha. The net charge is 0. As for the spin multiplicity: 4. The gap between HOMO and LUMO (alpha / beta) is 0.1710 / 0.1394 Ha. For the max |F|, the calculation gives 4.5 eV/Å. As for the expectation value of S²: 3.766.



The following is a DFT calculation (ωB97M-V/def2-TZVPD) of C20H37BInN7O3S as an isolated structure.

Each line ends with the natural charge from an NBO analysis.
Atoms and positions in Å:
In: -0.20442 0.35257 -0.01152  1.418
N: 1.46401 1.91127 0.65402  -0.846
C: 2.88082 1.52376 0.67605  -0.220
C: 3.14050 0.15289 0.04834  -0.239
N: 2.16830 -0.88858 0.38797  -0.447
C: 2.34115 -2.03864 -0.52299  -0.227
C: 1.86839 -1.85175 -1.95458  -0.225
N: 0.41169 -1.83736 -2.03653  -0.822
C: 2.34120 -1.41446 1.75188  -0.233
C: 1.96257 -0.51521 2.92113  -0.221
N: 0.58487 -0.05986 2.80563  -0.824
H: 1.27289 2.51030 -0.14261  0.419
H: 1.19236 2.40379 1.49419  0.396
H: 3.23370 1.54908 1.70377  0.187
H: 3.48916 2.25046 0.13204  0.200
H: 4.15628 -0.16773 0.33374  0.176
H: 3.12020 0.27678 -1.03108  0.229
H: 1.78127 -2.87247 -0.09690  0.217
H: 3.40312 -2.33434 -0.53357  0.174
H: 2.32373 -2.66023 -2.54252  0.175
H: 2.23506 -0.91794 -2.37652  0.213
H: 0.02702 -2.75806 -1.86268  0.361
H: 0.10122 -1.52666 -2.94997  0.382
H: 3.38263 -1.74864 1.89384  0.176
H: 1.70546 -2.29758 1.81827  0.222
H: 2.60672 0.35912 2.98775  0.182
H: 2.16332 -1.10138 3.82887  0.178
H: 0.34816 0.65781 3.47807  0.377
H: -0.06988 -0.82312 2.92558  0.373
N: -4.29027 1.94430 0.98749  -0.806
C: -3.08078 1.72567 0.37921  0.305
S: -1.66605 2.10069 1.33245  -0.392
N: -3.12870 1.30977 -0.84945  -0.435
N: -1.88915 1.13624 -1.43393  -0.336
C: -1.87871 1.18395 -2.70917  0.132
C: -0.69058 1.04152 -3.53749  -0.241
C: -0.88485 0.98351 -4.92208  -0.148
C: 0.16877 0.92429 -5.81189  -0.288
C: 1.46625 0.95480 -5.30411  -0.178
C: 1.68914 1.02027 -3.94392  -0.332
C: 0.62899 1.04616 -3.01290  0.469
O: 0.90674 1.08146 -1.73501  -0.879
H: -4.28278 1.93431 1.99212  0.392
H: -5.08086 1.51644 0.53147  0.389
H: -2.82680 1.36654 -3.21707  0.183
H: -1.90380 0.99359 -5.29422  0.205
H: -0.01016 0.87476 -6.87703  0.211
H: 2.31198 0.93336 -5.98114  0.208
H: 2.69869 1.06401 -3.55146  0.207
C: -1.11477 -5.07072 1.08779  -0.623
C: -1.50872 -3.65849 1.47423  0.229
C: -1.49186 -3.50198 2.98975  -0.634
O: -0.52262 -2.73834 0.94266  -0.811
B: -1.17737 -1.56521 0.58611  0.616
O: -2.54135 -1.72945 0.66617  -0.780
C: -2.82117 -3.13904 0.82818  0.248
C: -3.06340 -3.70369 -0.56588  -0.631
C: -4.06402 -3.29689 1.68251  -0.626
H: -0.17620 -5.33579 1.57634  0.217
H: -0.97947 -5.16588 0.01202  0.219
H: -1.87640 -5.78500 1.40762  0.214
H: -0.47805 -3.67768 3.35321  0.216
H: -2.15873 -4.21566 3.47518  0.218
H: -1.80056 -2.49673 3.28310  0.215
H: -2.17858 -3.58690 -1.19405  0.208
H: -3.87862 -3.14877 -1.02920  0.229
H: -3.33315 -4.76029 -0.53224  0.210
H: -3.97124 -2.75921 2.62387  0.220
H: -4.25781 -4.35076 1.89468  0.208
H: -4.92283 -2.89426 1.14563  0.224

Its calculated total energy is -2006.62332 Ha. The net charge is 0. The gap between HOMO and LUMO is 0.2720 Ha. For the max |F|, the calculation gives 0.2 eV/Å.



The following is a DFT calculation (ωB97M-V/def2-TZVPD) of C20H37BaN2O2P2Si as an isolated structure at a distorted geometry.

Each line ends with the Löwdin charge.
Atoms and positions in Å:
Ba: 0.36995 -0.57040 0.82147  1.675
P: -2.43507 -0.31877 -0.56847  0.676
C: -1.43933 -0.94836 -1.89490  -0.395
C: -0.38304 -0.17872 -2.49450  -0.399
N: 0.47310 0.55557 -1.68165  -0.068
C: 1.43407 1.31274 -2.23778  -0.370
C: 1.61440 1.41216 -3.61725  -0.059
C: 0.77185 0.67986 -4.45954  -0.059
C: -0.20288 -0.13233 -3.90176  -0.036
C: 2.38476 2.09767 -1.31646  -0.367
P: 2.57717 1.37509 0.33660  0.794
H: -0.90762 -0.70964 -4.49701  0.113
H: 2.42101 2.03837 -3.99979  0.109
H: 0.88633 0.74999 -5.54007  0.112
H: 3.39885 2.12565 -1.76180  0.090
H: 2.02398 3.14302 -1.21232  0.107
H: -0.95597 -5.66210 0.64993  0.004
H: -1.73598 -1.89079 -2.37663  0.059
H: 2.99310 -2.72424 0.90341  0.048
O: -0.96823 -5.55759 -0.28453  -0.050
H: -0.26451 -6.15607 -0.59323  0.051
H: 2.37256 -1.30127 1.14167  -0.055
O: 2.29385 -2.18908 0.58171  -0.278
H: 3.60043 -0.90529 -0.74599  -0.027
C: 4.65442 -0.63357 -0.93604  -0.052
H: 4.78671 0.45037 -0.80867  -0.014
H: 5.32830 -1.15945 -0.24017  0.040
H: 4.92306 -0.91002 -1.96609  0.044
C: 3.88434 2.47657 0.97797  -0.333
H: 4.14640 2.07686 1.97399  0.036
H: 4.76185 2.41099 0.31245  0.042
H: 3.56310 3.52791 1.06516  0.056
C: -3.79922 0.57379 -1.40813  -0.276
H: -4.57646 -0.14790 -1.69374  0.035
H: -4.21901 1.31532 -0.71412  0.029
H: -3.41828 1.09094 -2.29820  0.045
C: -3.29657 -1.84123 0.00747  -0.276
H: -3.47024 -1.76379 1.09116  0.010
H: -4.26229 -1.89930 -0.51632  0.040
H: -2.69440 -2.73996 -0.19360  0.037
C: -0.77428 2.71158 1.03621  -0.200
Si: -0.96152 2.25527 2.85843  0.368
C: 0.61822 2.71337 3.75246  -0.156
C: -2.40804 3.21941 3.52738  -0.181
N: -1.15438 0.53110 2.92577  -0.113
C: -1.94950 -0.35206 3.55460  -0.367
C: -1.60960 -1.74806 3.48181  -0.062
C: -2.53313 -2.71866 3.85349  -0.070
C: -3.78251 -2.34888 4.38156  -0.045
C: -4.09127 -0.98906 4.56818  -0.047
C: -3.17316 -0.00755 4.21151  0.010
H: -1.04610 3.77478 0.94563  0.048
H: -1.46073 2.14333 0.38788  -0.013
H: 0.25219 2.60772 0.64403  -0.034
H: 0.62183 3.78934 3.98224  0.048
H: 0.69571 2.16099 4.69924  0.039
H: 1.51194 2.48800 3.15337  0.003
H: -3.36415 2.81352 3.17100  0.036
H: -2.42986 3.22921 4.62535  0.043
H: -2.33617 4.26030 3.17551  0.044
H: -0.58610 -2.00455 3.16484  0.074
H: -2.27385 -3.77683 3.76436  0.115
H: -4.49649 -3.12041 4.67932  0.118
H: -5.05052 -0.68672 4.99436  0.118
H: -3.39339 1.04914 4.35335  0.089

Its calculated total energy is -2041.72088 Ha. The net charge is +1. The gap between HOMO and LUMO (alpha / beta) is 0.1358 / 0.1628 Ha. For the max |F|, the calculation gives 4.0 eV/Å.